[1]
C4H9NO2 | ωB97M-V with the def2-TZVPD basis set

Geometry as XYZ:
```
16
Properties=species:S:1:pos:R:3:forces:R:3:nbo_charge:R:1
C -1.155630 1.137082 -0.252643 0.1 -0.1 0.0 -0.633
C -0.394280 0.117116 0.613031 0.0 -0.5 -0.2 -0.119
C -0.684052 -1.306952 0.170257 -0.3 0.1 -0.2 -0.059
O -0.004784 -2.258814 0.940678 0.2 -0.1 0.0 -0.710
N 1.077276 0.313035 0.667166 0.3 0.1 -0.1 -0.129
C 1.689742 0.726059 -0.525137 0.0 1.4 -0.3 0.051
O 2.101982 -0.548256 -0.274244 -1.3 -0.4 1.3 -0.417
H -0.937122 2.178030 0.015302 0.1 -0.3 0.0 0.222
H -2.234638 0.986496 -0.119454 0.2 0.0 0.1 0.228
H -0.947535 1.010904 -1.320311 -0.1 0.0 0.2 0.207
H -0.721901 0.242426 1.657890 0.3 -0.2 -0.3 0.215
H -1.755343 -1.489456 0.282107 0.1 -0.1 -0.1 0.185
H -0.420781 -1.374056 -0.897133 -0.1 -0.2 0.1 0.160
H 0.940848 -2.112080 0.787703 -0.2 -0.1 0.1 0.485
H 2.330926 1.563767 -0.300223 0.8 0.1 -0.6 0.162
H 1.115296 0.814692 -1.444984 -0.1 0.2 0.0 0.153
```
Forces are in eV/Å.

## Properties
ΔE to the lowest compared entry with this formula, charge and spin (eV): 4.502
HOMO (eV): -9.99
E_LUMO (eV): 0.711
Frontier orbital gap (eV): 10.70
SMILES: C[C@@H](CO)N1CO1



[2]
C31H79Cl21O12 | ωB97M-V with the def2-TZVPD basis set

Geometry as XYZ:
```
143
Properties=species:S:1:pos:R:3:forces:R:3:lowdin_charge:R:1
C -1.027004 -4.645099 -1.050057 0.2 -0.6 0.4 -1.496
Cl -1.943189 -5.473939 -2.351723 0.3 0.3 0.5 0.546
Cl -1.293795 -5.454801 0.525742 0.3 -0.5 -0.3 0.511
Cl -1.563463 -3.026261 -0.791439 0.0 1.2 -0.5 0.591
H 0.053319 -4.643569 -1.290866 -0.7 -0.2 0.0 -0.001
C -2.450325 -1.793356 -6.877347 1.2 -0.3 -0.5 -1.537
Cl -1.908826 -0.146215 -7.089078 0.2 0.6 -0.7 0.548
Cl -1.066370 -2.953643 -7.092828 -0.7 0.5 0.0 0.486
Cl -3.822892 -2.223296 -7.868401 0.2 0.1 0.2 0.564
H -2.641176 -1.762913 -5.844775 -0.8 -0.8 1.1 -0.024
C 1.135819 -1.147978 3.679028 -0.3 -0.7 0.3 -1.549
Cl -0.546053 -1.599663 3.430519 -0.5 0.3 -0.2 0.581
Cl 1.765780 -2.146736 4.964553 0.6 -0.6 0.5 0.544
Cl 1.374444 0.514416 4.138296 -0.2 0.6 -0.4 0.593
H 1.625112 -1.424556 2.767492 0.5 0.4 -0.4 -0.004
C 4.459841 0.994583 6.768647 0.5 -1.1 0.9 -1.529
Cl 4.571941 -0.518881 7.828236 0.4 1.0 -0.9 0.464
Cl 5.909297 1.439451 5.871472 0.1 -0.2 0.5 0.571
Cl 3.788009 2.261771 7.708740 -0.1 0.9 0.5 0.576
H 3.746174 0.759159 6.044084 -1.0 -0.6 -1.1 -0.066
C -6.993570 -0.642389 -1.889029 0.4 0.1 -1.7 -1.467
Cl -5.925750 -0.766942 -3.377751 -0.1 -0.2 0.9 0.496
Cl -8.288867 -1.828686 -2.168882 0.2 0.4 0.7 0.532
Cl -7.518095 1.019948 -1.827584 -0.5 0.2 0.3 0.579
H -6.401453 -0.803542 -1.000337 0.0 -0.6 0.0 -0.026
C 2.535145 5.908907 -2.574687 -0.1 0.1 -0.7 -1.556
Cl 3.854804 5.389260 -3.606074 0.4 -0.7 -0.1 0.528
Cl 2.763161 7.648085 -2.399851 -0.5 -0.1 0.7 0.539
Cl 2.332292 4.937711 -1.125364 0.3 0.4 0.4 0.601
H 1.623138 5.699510 -3.101409 -0.2 0.4 -0.4 0.001
C 0.180853 4.463781 4.040522 -0.6 -0.1 0.0 -1.476
Cl 0.720139 6.108239 4.314763 -0.4 0.4 -0.2 0.550
Cl -1.564587 4.291776 3.529812 1.2 0.4 0.2 0.519
Cl 0.411588 3.581208 5.567707 0.1 -0.3 -0.4 0.514
H 0.830420 4.097450 3.244367 -0.3 -0.4 0.3 -0.023
C -5.705779 -4.490772 -1.281856 -1.0 0.7 -1.0 -0.101
C -4.948578 -4.036893 -0.062757 0.4 -1.7 1.1 -0.317
O -5.251071 -2.704334 0.343240 -0.4 0.1 0.6 -0.106
H -5.537372 -5.561946 -1.423657 -0.2 0.1 -0.1 0.075
H -5.447138 -3.953640 -2.225026 0.4 -0.3 0.7 0.075
H -6.793174 -4.253931 -1.230908 0.6 -0.5 0.5 0.058
H -3.866185 -4.137248 -0.239018 -0.4 0.4 0.0 0.027
H -5.117151 -4.784026 0.793649 -0.1 1.2 -1.0 0.141
H -5.807268 -2.715607 1.148554 0.5 -0.1 -0.8 0.115
C 5.081514 3.765946 2.906748 0.6 1.8 0.8 -0.077
C 3.771804 3.174314 3.356116 0.5 -2.5 -1.0 -0.353
O 2.708580 3.666675 2.591478 -0.8 0.8 0.6 -0.115
H 5.391287 3.549708 1.907825 -0.2 -0.8 -0.9 0.041
H 5.972703 3.509837 3.537180 -1.0 0.4 -0.2 0.073
H 4.893419 4.878163 2.842498 0.6 -0.9 0.6 0.102
H 3.524953 3.402912 4.360772 0.1 0.3 1.1 0.086
H 3.782263 2.031573 3.257077 0.1 1.3 0.3 0.087
H 2.836386 3.332205 1.721518 0.1 -0.6 -1.3 0.030
C -3.332629 5.116024 -0.790655 1.5 -1.4 -1.7 -0.094
C -4.487215 4.431286 -0.083713 -0.5 0.9 0.1 -0.323
O -5.437817 3.984789 -1.047316 0.5 -1.5 -0.1 -0.112
H -3.626926 5.354615 -1.838242 -0.2 0.4 0.9 0.079
H -2.547015 4.319207 -1.017989 -0.6 1.0 0.6 0.070
H -2.851227 5.974389 -0.314749 -0.2 -0.2 0.1 0.066
H -5.077751 5.150514 0.506494 0.5 -0.3 0.1 0.114
H -4.099459 3.621659 0.565719 -0.4 0.3 -0.2 0.101
H -5.075249 3.158928 -1.436643 -0.3 0.7 0.1 0.064
C 2.462640 -1.472807 -5.059664 0.6 0.1 -1.3 -0.105
C 1.603218 -0.871714 -4.013340 -2.4 0.1 -0.2 -0.324
O 1.775412 -1.567508 -2.771776 0.0 1.5 0.4 -0.122
H 2.321907 -2.526630 -5.250081 -0.1 -0.5 0.6 0.044
H 3.536732 -1.303773 -4.888776 -0.4 0.1 -0.2 0.088
H 2.128318 -1.083984 -6.029524 0.5 0.5 0.1 0.082
H 0.492985 -0.968292 -4.381118 1.6 0.1 0.8 0.125
H 1.763833 0.241703 -3.959575 0.1 -1.0 0.4 0.124
H 1.699240 -0.870115 -2.050453 -0.1 -1.0 -0.5 0.063
C 1.094379 -5.041355 -4.456110 -0.7 0.3 -0.7 -0.078
C 1.992269 -5.463020 -3.337886 1.2 -0.2 -0.6 -0.303
O 2.046973 -4.491097 -2.331452 -0.5 0.9 1.3 -0.122
H 1.274498 -5.523517 -5.416324 0.2 -0.3 0.1 0.084
H 1.185096 -3.965309 -4.650391 -0.1 -0.3 0.2 0.047
H 0.054017 -5.251600 -4.198377 0.1 0.2 0.0 0.031
H 3.022077 -5.708841 -3.615953 0.1 0.4 -0.6 0.115
H 1.694408 -6.413161 -2.935022 -0.7 -0.3 0.7 0.109
H 1.962169 -3.558812 -2.632830 0.0 -0.5 -0.5 0.074
C 5.433787 -0.464678 2.635765 -2.0 0.0 0.0 -0.082
C 5.063594 -1.389414 1.446573 1.6 0.7 0.7 -0.290
O 3.853187 -1.091177 0.802650 0.0 1.3 0.2 -0.097
H 5.622326 0.558772 2.339450 -0.2 0.4 -0.5 0.048
H 6.385816 -0.758161 3.051648 0.0 -0.6 0.5 0.070
H 4.575396 -0.417965 3.378587 1.2 -0.2 -0.5 0.078
H 4.949828 -2.405997 1.818402 0.7 -0.1 -0.1 0.083
H 5.954988 -1.240053 0.779124 -0.8 -0.8 0.0 0.127
H 3.498762 -1.934356 0.501710 -0.6 -0.5 -0.4 0.041
C -2.719057 2.592827 -4.312645 -0.1 -0.2 1.6 -0.075
C -2.926769 1.234117 -3.604262 0.8 -1.1 -0.4 -0.330
O -3.131871 1.511631 -2.231926 0.8 1.2 0.7 -0.118
H -3.540704 3.248998 -4.070531 -0.6 0.1 0.2 0.062
H -2.696465 2.579484 -5.383645 0.5 -0.4 -0.6 0.048
H -1.865430 3.101530 -3.844744 0.2 -0.3 -0.5 0.072
H -2.018096 0.498708 -3.847142 -1.6 1.4 0.8 0.123
H -3.838471 0.732944 -3.918547 0.1 -0.1 -0.7 0.032
H -3.447779 0.849698 -1.588097 0.1 -0.6 -1.0 0.047
C -1.890766 0.541338 6.455889 -0.4 1.3 -0.3 -0.081
C -2.660618 1.490159 5.455339 1.1 -0.1 0.9 -0.305
O -2.450148 1.147103 4.080922 -0.6 0.3 0.6 -0.143
H -0.801492 0.636112 6.410680 -0.1 0.3 -0.2 0.040
H -2.101043 -0.494256 6.295918 -0.4 -0.7 -0.4 0.050
H -2.196432 0.766697 7.484654 0.1 0.1 -0.2 0.072
H -2.407862 2.564696 5.708192 0.0 -1.0 -0.6 0.072
H -3.724813 1.410185 5.620596 -0.3 -0.2 0.0 0.097
H -1.534445 0.907261 3.968479 0.5 0.0 -0.1 -0.010
C 4.252708 1.462627 -1.795956 -2.5 -0.4 -1.1 -0.105
C 4.495682 2.211443 -0.558772 2.5 1.6 2.2 -0.329
O 3.624137 1.852731 0.555531 0.5 0.5 -1.3 -0.119
H 3.248943 1.805636 -2.189114 0.9 -0.6 0.1 0.085
H 4.178711 0.366122 -1.594411 0.2 0.8 -0.3 0.090
H 4.987380 1.696051 -2.557751 0.2 -0.1 0.0 0.080
H 4.435596 3.351312 -0.655870 0.0 -1.7 0.0 0.085
H 5.602266 1.978732 -0.260629 -1.7 0.5 -0.1 0.138
H 3.825634 0.923450 0.684495 -0.2 -0.7 0.4 0.031
C -5.364401 0.632726 1.645049 0.7 0.3 1.1 -0.050
C -4.032165 0.377806 0.979656 0.1 -0.8 2.8 -0.341
O -4.175153 -0.214015 -0.249527 0.2 0.0 -1.9 -0.104
H -5.887838 1.457441 1.205674 -0.5 0.4 -0.3 0.062
H -5.227495 0.811081 2.743007 -0.1 -0.1 -0.9 0.093
H -5.906748 -0.284478 1.516264 -0.7 -0.4 0.1 0.054
H -3.501767 -0.299865 1.679217 0.1 0.1 -0.3 0.119
H -3.394688 1.217383 0.923406 0.5 1.3 -0.3 0.079
H -4.266038 -1.154207 -0.094183 -0.3 -0.7 -0.2 0.044
C -0.559534 1.491958 0.375685 -0.6 1.1 -0.8 -0.063
C 0.326418 1.427669 -0.821087 1.5 -1.9 0.8 -0.243
O 1.230575 0.246604 -0.739344 0.6 1.3 1.1 -0.132
H -1.111200 0.559659 0.547538 -0.2 0.5 -0.1 0.080
H -1.150684 2.439443 0.214892 -0.1 -1.2 0.4 0.097
H 0.091253 1.713253 1.188517 0.4 0.0 1.1 0.050
H 0.925967 2.317841 -0.837150 0.4 0.5 -0.4 0.072
H -0.163875 1.268955 -1.737094 -0.9 0.1 -1.1 0.092
H 1.922871 0.470725 -0.053002 -1.0 -0.4 -1.1 0.077
C 3.888623 -5.070781 1.408307 2.6 -0.9 -0.1 -0.101
C 2.524358 -4.660784 0.979865 0.1 0.2 -0.9 -0.301
O 2.681249 -3.498636 0.156324 -0.3 0.5 0.7 -0.107
H 4.538304 -5.264685 0.473976 -1.0 0.1 1.3 0.108
H 3.865009 -6.015069 2.017439 0.1 0.9 -0.5 0.087
H 4.488512 -4.282399 1.976886 -1.2 -1.0 -0.5 0.071
H 1.927982 -4.366102 1.834307 -0.4 -0.2 0.1 0.103
H 2.037754 -5.479396 0.385190 0.2 0.7 0.7 0.122
H 2.466290 -3.723743 -0.744558 0.0 -0.4 -0.6 0.031
```
Forces are in eV/Å.

## Properties
HOMO (eV): -9.85
E_LUMO (eV): 0.261
Frontier orbital gap (eV): 10.11



[3]
C16H14N2O5 | ωB97M-V with the def2-TZVPD basis set

Geometry as XYZ:
```
37
Properties=species:S:1:pos:R:3:forces:R:3:nbo_charge:R:1
O -1.281928 1.281505 1.126637 0.1 0.2 0.3 -0.657
C -1.349494 0.616975 0.121395 -0.1 -0.1 -0.2 0.886
N -0.568449 0.768228 -0.960003 0.2 -0.2 -0.5 -0.627
H -0.661320 0.158488 -1.762848 0.0 0.0 0.2 0.434
C 0.480102 1.750387 -1.029679 -0.3 -0.1 0.2 -0.319
C 1.275612 1.532775 -2.308016 -0.3 -0.1 0.3 0.560
O 0.959101 0.650560 -3.076781 0.0 0.1 0.0 -0.547
C 2.416680 2.435030 -2.558771 0.5 0.2 -0.4 -0.118
C 2.804113 3.447629 -1.679624 -0.2 -0.2 -0.1 -0.183
C 3.885742 4.252009 -1.985280 0.1 0.1 0.0 -0.221
C 4.592342 4.061700 -3.163051 0.0 0.0 0.1 -0.176
C 4.215493 3.059259 -4.042632 0.0 0.0 0.0 -0.218
C 3.136436 2.252233 -3.742339 -0.2 -0.1 0.1 -0.160
H 2.826011 1.465363 -4.413328 0.0 0.0 0.0 0.235
H 4.763575 2.909003 -4.960444 0.0 0.0 -0.1 0.220
H 5.435813 4.695193 -3.393438 0.1 0.1 0.0 0.218
H 4.181317 5.033138 -1.300965 0.0 0.1 0.1 0.219
H 2.269015 3.612631 -0.757923 -0.1 0.0 0.1 0.216
H 1.135972 1.661672 -0.155990 0.0 0.1 -0.1 0.230
H 0.057824 2.763304 -1.031118 0.2 0.0 0.0 0.225
O -2.240157 -0.392038 -0.076342 0.2 0.0 -0.2 -0.514
C -3.126238 -0.668871 0.997253 -0.3 0.3 0.4 -0.102
C -2.717400 -1.887290 1.780083 0.0 -0.1 -0.1 -0.012
C -1.373938 -2.141006 2.041101 -0.2 0.0 0.0 -0.197
C -0.999201 -3.248108 2.774724 0.0 -0.3 0.2 -0.193
C -1.979672 -4.106949 3.256348 -0.4 1.1 -0.7 0.070
C -3.326032 -3.865873 3.008731 0.2 -0.3 0.2 -0.196
C -3.687252 -2.758523 2.268891 0.2 0.2 -0.1 -0.205
H -4.730018 -2.565202 2.067896 -0.1 0.0 0.0 0.218
H -4.064402 -4.551645 3.395051 0.0 0.0 0.0 0.249
N -1.595990 -5.263203 4.024361 0.1 -0.4 0.3 0.516
O -0.412035 -5.448391 4.211292 0.3 -0.1 0.1 -0.378
O -2.479823 -5.983081 4.438984 -0.2 -0.2 0.1 -0.379
H 0.037883 -3.459091 2.985927 0.0 0.0 0.0 0.249
H -0.620602 -1.463210 1.671111 0.1 0.0 0.0 0.225
H -3.140797 0.201931 1.669510 -0.1 -0.2 -0.2 0.234
H -4.118282 -0.806533 0.559276 0.1 0.0 0.1 0.198
```
Forces are in eV/Å.

## Properties
ΔE to the lowest compared entry with this formula, charge and spin (eV): 3.313
HOMO (eV): -9.94
E_LUMO (eV): -0.422
Frontier orbital gap (eV): 9.52
SMILES: O=C(NCC(=O)c1ccccc1)OCc1ccc([N+](=O)[O-])cc1



[4]
C4H6OS | ωB97M-V with the def2-TZVPD basis set

Geometry as XYZ:
```
12
Properties=species:S:1:pos:R:3:forces:R:3:nbo_charge:R:1
C 0.077403 -0.214380 0.144874 -0.4 2.0 -1.8 0.309
C 0.818095 -0.245955 -1.035075 -0.5 -0.4 2.4 0.052
C -1.109570 0.723024 0.086608 0.0 -0.3 0.2 -0.655
C 1.086312 -0.626422 -2.236752 0.2 -0.1 -0.5 -0.476
O 0.268798 -0.895622 1.192223 0.3 -1.5 1.8 -0.467
S -0.203470 -0.412294 3.473943 0.3 0.0 -2.2 -0.001
H -1.034967 1.390260 0.943126 0.0 0.2 0.1 0.231
H -1.127360 1.289655 -0.837401 0.0 0.0 0.0 0.225
H -2.029675 0.153751 0.198639 -0.1 -0.1 0.0 0.227
H 0.825846 0.422476 3.621144 0.2 0.1 0.0 0.110
H 0.600049 -1.464003 -2.719311 -0.1 -0.2 0.1 0.222
H 1.828538 -0.120491 -2.832017 0.2 0.2 -0.1 0.225
```
Forces are in eV/Å.

## Properties
ΔE to the lowest compared entry with this formula, charge and spin (eV): 5.490
HOMO (alpha / beta) (eV): -8.20 / -8.20
E_LUMO (alpha / beta) (eV): -2.813 / -2.813
Frontier orbital gap (alpha / beta) (eV): 5.39 / 5.39



[5]
C3H4N2O2 | ωB97M-V with the def2-TZVPD basis set

Geometry as XYZ:
```
11
Properties=species:S:1:pos:R:3:forces:R:3:nbo_charge:R:1
C 0.260874 1.686210 0.226752 -0.1 -0.2 -0.1 -0.052
N 0.078449 0.453373 -0.091610 0.1 0.4 0.1 -0.142
N -0.915973 0.055675 -0.908991 -0.1 -0.2 0.0 -0.451
C -1.314516 -1.192208 -0.556824 0.0 0.0 0.0 0.473
O -0.919525 -1.828099 0.420641 0.0 0.2 -0.1 -0.642
C 1.132399 -0.514745 0.393793 0.4 -0.4 -0.3 0.561
O 1.724809 -1.223518 -0.346241 -0.3 0.5 0.3 -0.457
H 1.151024 1.972655 0.775979 -0.2 -0.1 0.0 0.202
H -0.477477 2.409414 -0.094885 0.1 -0.1 0.0 0.225
H 1.363221 -0.325092 1.449704 -0.1 -0.1 0.0 0.148
H -2.072940 -1.586711 -1.251108 0.1 0.0 0.1 0.136
```
Forces are in eV/Å.

## Properties
ΔE to the lowest compared entry with this formula, charge and spin (eV): 3.930
HOMO (alpha / beta) (eV): -9.31 / -9.31
E_LUMO (alpha / beta) (eV): -0.633 / -0.634
Frontier orbital gap (alpha / beta) (eV): 8.67 / 8.67



Maximum force values, unit eV/A, following the record order: 1.9 3.7 1.3 2.7 0.7.
Electronic energy values, unit eV, following the record order: -9875.558 -320965.247 -30035.026 -17122.640 -10248.335.